The following is a quantum chemistry calculation of a cluster of 9 separate species, C33H88N6O17 in total, from the OMol25 dataset.

```
144
Properties=species:S:1:pos:R:3:mulliken_charge:R:1
C 7.7457 4.3197 -7.3272 -0.673
O 7.4218 4.1126 -5.9221 -0.330
C 6.0134 3.5757 -5.8098 -0.648
C 5.3245 3.5380 -4.4341 -0.638
N 6.1075 2.7524 -3.4386 -0.356
C 5.1976 2.4138 -2.3951 -0.430
C 5.8431 2.7315 -1.0899 -0.814
O 6.1859 4.0908 -1.0116 -0.313
C 6.8467 4.5214 0.1328 -0.766
H 7.1075 5.0913 -7.7577 0.287
H 7.5835 3.3802 -7.8555 0.279
H 8.7607 4.6414 -7.5604 0.269
H 5.9677 2.5662 -6.2185 0.343
H 5.2889 4.1449 -6.3921 0.378
H 4.3088 3.1429 -4.4567 0.492
H 5.1068 4.5788 -4.1944 0.332
H 6.8484 3.3126 -3.0421 0.284
H 4.8252 1.3896 -2.3730 0.305
H 4.2808 2.9985 -2.3190 0.275
H 6.7581 2.1488 -0.9835 0.366
H 5.1908 2.5040 -0.2468 0.509
H 7.8211 4.0417 0.2254 0.310
H 6.1697 4.4251 0.9816 0.292
H 7.1085 5.5794 0.1495 0.248
C 0.4661 -6.6282 4.8217 -0.581
O -0.0469 -5.6175 5.7053 -0.350
C 0.8890 -4.8980 6.6760 -0.410
C 0.1841 -3.6119 7.2554 -0.558
N 0.9343 -2.3037 7.2191 -0.364
C 2.2430 -2.6382 7.9167 -0.387
C 2.7872 -1.5405 8.8599 -0.837
O 2.1967 -1.3769 10.2115 -0.374
C 0.7948 -1.2927 10.3690 -0.582
H -0.0730 -6.5408 3.8784 0.210
H 0.3645 -7.6399 5.2142 0.226
H 1.5278 -6.4028 4.7203 0.285
H 1.7546 -4.4760 6.1653 0.335
H 1.2004 -5.4963 7.5322 0.285
H -0.1562 -3.9922 8.2185 0.189
H -0.7294 -3.5212 6.6677 0.511
H 0.5100 -1.5328 7.7149 0.293
H 3.0830 -2.7109 7.2258 0.332
H 2.3195 -3.4696 8.6173 0.278
H 2.7434 -0.5798 8.3467 0.391
H 3.8291 -1.8057 9.0391 0.375
H 0.5622 -0.7135 11.2626 0.272
H 0.3792 -2.2960 10.4628 0.208
H 0.3073 -0.7947 9.5309 0.254
C 1.8067 -4.7583 -0.1662 -0.626
O 2.4521 -5.8107 -0.8755 -0.311
C 2.7491 -5.6041 -2.2315 -0.639
C 3.4848 -6.7825 -2.9772 -0.600
N 2.6467 -7.6380 -3.7051 -0.358
C 2.2960 -8.7823 -2.9854 -0.596
C 1.9709 -9.9383 -3.8485 -0.540
O 2.7364 -9.9394 -5.0340 -0.441
C 3.8749 -10.7846 -5.0221 -0.626
H 1.3099 -5.0603 0.7558 0.208
H 1.0671 -4.3338 -0.8451 0.264
H 2.5282 -3.9599 0.0076 0.277
H 3.3749 -4.7155 -2.3138 0.371
H 1.7739 -5.4527 -2.6943 0.348
H 4.2180 -7.2353 -2.3098 0.365
H 4.0691 -6.2992 -3.7602 0.444
H 3.1977 -8.0055 -4.4677 0.241
H 1.5081 -8.5194 -2.2796 0.364
H 3.1690 -9.1868 -2.4733 0.315
H 0.9130 -9.9811 -4.1077 0.351
H 2.1091 -10.8390 -3.2504 0.369
H 4.4537 -10.3524 -4.2058 0.287
H 4.4489 -10.9248 -5.9380 0.247
H 3.5637 -11.7749 -4.6895 0.284
C -3.7483 -4.1533 -1.9404 -0.692
O -4.6687 -3.4865 -2.7296 -0.302
C -4.5185 -2.0696 -2.9199 -0.513
C -5.7839 -1.5612 -3.5786 -0.420
N -5.6388 -0.2207 -3.7099 -0.242
C -6.7230 0.4858 -4.3511 -0.848
C -6.7188 0.4319 -5.8375 -0.416
O -6.3017 -0.8290 -6.4034 -0.230
C -6.6832 -0.9320 -7.8031 -0.777
H -2.7786 -4.1301 -2.4376 0.289
H -3.8494 -5.2216 -1.7493 0.273
H -3.5921 -3.5725 -1.0314 0.269
H -3.6149 -1.7223 -3.4209 0.314
H -4.5568 -1.6587 -1.9110 0.301
H -6.5993 -1.7726 -2.8869 0.254
H -5.9208 -2.1811 -4.4647 0.225
H -4.8352 -0.1246 -4.3141 0.218
H -6.4912 1.4866 -3.9868 0.363
H -7.6904 0.1911 -3.9443 0.401
H -5.8594 1.0456 -6.1077 0.344
H -7.6142 0.9977 -6.0947 0.355
H -6.1044 -1.6820 -8.3423 0.237
H -6.4014 0.0079 -8.2778 0.304
H -7.7403 -1.1958 -7.7706 0.293
N -5.1826 7.3615 0.5347 -0.371
C -5.2630 6.0466 0.6594 0.614
N -5.7622 5.4963 -0.4128 -0.421
O -4.9468 5.4028 1.6529 -0.645
H -5.0207 7.9890 1.3093 0.236
H -5.6323 7.5853 -0.3416 0.159
H -6.3997 5.9877 -1.0229 0.208
H -5.6317 4.4991 -0.3194 0.221
O -3.5197 4.0358 6.9956 -0.494
C -4.6820 3.9159 7.7510 -0.336
C -5.9246 3.6146 6.8266 -0.402
O -6.1746 4.8046 6.0915 -0.519
H -3.3065 3.2503 6.4865 0.297
H -4.5087 3.0812 8.4302 0.284
H -4.9629 4.8195 8.2919 0.268
H -6.7962 3.4559 7.4615 0.265
H -5.8742 2.8863 6.0172 0.323
H -5.5162 4.9317 5.4045 0.316
O 1.3837 9.0531 4.2331 -0.535
C 1.9322 7.6615 3.9095 -0.356
C 1.0771 6.5754 4.7019 -0.390
O -0.1535 6.6483 4.0854 -0.489
H 0.4414 9.1099 4.0589 0.306
H 1.9480 7.4584 2.8387 0.245
H 2.9673 7.5625 4.2365 0.312
H 0.9156 6.9444 5.7147 0.297
H 1.4090 5.5395 4.7718 0.318
H -0.7990 6.4262 4.7604 0.291
O -0.1587 4.6942 -4.4591 -0.488
C -1.3471 4.8342 -5.2787 -0.497
C -1.5393 3.8099 -6.4294 -0.343
O -1.2995 2.4362 -6.1797 -0.520
H -0.0490 5.5162 -3.9755 0.282
H -2.2590 4.9369 -4.6904 0.342
H -1.4662 5.8050 -5.7597 0.342
H -0.8246 4.0355 -7.2208 0.259
H -2.4801 4.0331 -6.9325 0.300
H -0.7957 2.2826 -5.3770 0.320
O -0.9081 1.1258 -0.1545 -0.502
C -0.8568 1.4176 1.2408 -0.160
C -1.9139 0.6087 2.0758 -0.406
O -1.7087 0.7539 3.4419 -0.499
H -0.6998 1.9613 -0.5790 0.312
H 0.1412 1.0849 1.5262 0.163
H -0.8844 2.5071 1.2587 0.272
H -2.0121 -0.4650 1.9159 0.267
H -2.9387 0.8943 1.8385 0.250
H -1.1887 0.0081 3.7501 0.300
```

For the largest force on an atom, the calculation gives 4.388 eV Å⁻¹. For the energy relative to the best compared isomer or geometry (same formula, charge and spin), the calculation gives 888.6 kJ/mol. Its SMILES is COCCNCCOC.COCCNCCOC.COCCNCCOC.COCCNCCOC.NC(N)=O.OCCO.OCCO.OCCO.OCCO. As for the multiplicity: 1. The calculation puts the gap between HOMO and LUMO at 8.67 eV. For the LUMO energy, the calculation gives 0.1 eV. As for the net charge: 0.



The following is a quantum chemistry calculation of a structure of composition C32H54N3P2RuS, from the OMol25 dataset.

```
93
Properties=species:S:1:pos:R:3:mulliken_charge:R:1
Ru 0.2349 0.3922 1.0026 -0.840
C 0.5730 3.7334 1.6709 -0.867
C 1.1196 3.1126 2.9722 -1.051
N 0.8949 1.6606 3.0490 0.002
C 2.0161 0.9163 3.6371 -0.794
C 3.3095 1.0423 2.8328 -1.110
S 3.0593 0.8926 1.0229 0.332
C 3.2141 2.6252 0.4557 -1.000
C 1.9681 3.0980 -0.2742 -0.892
N 0.7400 2.8752 0.4900 0.178
H 1.0685 4.6998 1.5204 0.409
H -0.4930 3.9190 1.7958 0.456
H 0.6527 3.6326 3.8155 0.445
H 2.1903 3.2984 3.0423 0.416
H 0.0641 1.4749 3.6188 0.181
H 1.7130 -0.1382 3.6689 0.400
H 2.2227 1.2470 4.6664 0.453
H 3.9850 0.2315 3.1032 0.534
H 3.8330 1.9779 3.0113 0.553
H 4.0658 2.6444 -0.2248 0.676
H 3.4432 3.2495 1.3154 0.441
H 1.8723 2.5417 -1.2111 0.211
H 2.0987 4.1650 -0.5126 0.532
H -0.0329 3.0745 -0.1428 0.165
C 2.2739 -4.5425 1.0780 -1.728
C 1.9975 -3.1155 1.5560 0.281
C 3.2925 -2.3683 1.9190 -0.927
P 0.9365 -2.0046 0.4804 1.830
C -0.4168 -3.0706 -0.2603 0.916
C 0.0168 -4.0144 -1.3773 -1.520
C -1.1916 -3.7884 0.8440 -1.419
C 1.9004 -1.5664 -1.0162 0.642
C 3.0628 -2.1831 -1.4355 -0.644
C 3.7516 -1.7543 -2.5718 0.283
C 5.0145 -2.4198 -2.9900 -1.746
C 3.2530 -0.6481 -3.2675 -1.205
C 2.0782 -0.0379 -2.8971 -0.890
C 1.3464 -0.5017 -1.7854 -0.477
N 0.1700 0.0124 -1.3425 2.295
C -0.8291 0.5027 -2.0914 -1.426
C -0.8731 0.3839 -3.5043 -0.947
C -1.8868 0.9455 -4.2380 -1.245
C -2.9140 1.6584 -3.6173 0.538
C -4.0329 2.2621 -4.3880 -1.612
C -2.9152 1.7225 -2.2230 -0.378
C -1.9464 1.1237 -1.4432 0.218
P -2.1078 1.0139 0.3850 1.427
C -3.1885 2.4693 0.9007 0.742
C -2.9875 2.7161 2.3996 -1.456
C -4.6918 2.4098 0.6228 -1.765
C -3.0509 -0.5954 0.6041 2.337
C -3.2523 -0.8497 2.0979 -1.802
C -4.3300 -0.7811 -0.2011 -1.504
H 2.8851 -5.0380 1.8323 0.591
H 2.8135 -4.5860 0.1365 0.209
H 1.3622 -5.1230 0.9781 0.324
H 1.4002 -3.2111 2.4746 0.661
H 3.6313 -1.7127 1.1181 0.277
H 4.0908 -3.0763 2.1236 0.478
H 3.1463 -1.7750 2.8187 0.006
H -1.0767 -2.3306 -0.7328 -0.118
H 0.7354 -4.7554 -1.0480 0.249
H 0.4415 -3.4641 -2.2128 0.261
H -0.8671 -4.5413 -1.7344 0.514
H -0.6343 -4.6374 1.2302 0.320
H -2.1325 -4.1666 0.4494 0.479
H -1.4064 -3.1185 1.6769 0.318
H 3.4621 -3.0173 -0.8820 0.179
H 5.0430 -3.4613 -2.6771 0.398
H 5.8663 -1.9133 -2.5316 0.306
H 5.1486 -2.3678 -4.0669 0.439
H 3.8074 -0.2703 -4.1137 0.502
H 1.7343 0.8285 -3.4397 0.680
H -0.1133 -0.1955 -4.0051 0.727
H -1.8963 0.8295 -5.3115 0.386
H -3.8719 2.1739 -5.4576 0.395
H -4.1627 3.3141 -4.1348 0.368
H -4.9674 1.7579 -4.1372 0.349
H -3.7278 2.2511 -1.7560 0.488
H -2.7511 3.3133 0.3431 0.659
H -3.5500 1.9927 2.9819 0.398
H -3.3527 3.7067 2.6701 0.428
H -1.9386 2.6370 2.6849 0.133
H -5.1924 1.7899 1.3617 0.348
H -4.9437 2.0318 -0.3601 0.428
H -5.1052 3.4142 0.7063 0.440
H -2.3190 -1.3274 0.2413 -1.484
H -4.0279 -0.2064 2.5045 0.341
H -2.3144 -0.6730 2.6445 0.277
H -3.5620 -1.8796 2.2679 0.461
H -5.1530 -0.2102 0.2131 0.328
H -4.6155 -1.8319 -0.1777 0.423
H -4.1826 -0.4994 -1.2420 0.388
```

For the largest force on an atom, the calculation gives 5.072 eV Å⁻¹. As for the expectation value of S²: 0.800. As for the multiplicity: 2. The calculation puts the gap between HOMO and LUMO (alpha / beta) at 7.21 / 6.13 eV. For the LUMO energy (alpha / beta), the calculation gives -5.7 / -7.3 eV. As for the net charge: +2.



The following is a quantum chemistry calculation of a cluster of 5 separate species, C2H14O4 in total, from the OMol25 dataset.

```
20
Properties=species:S:1:pos:R:3:mulliken_charge:R:1
C -1.0042 -1.4729 -1.1725 -0.395
C -1.3127 -0.0699 -1.6290 -0.956
H -1.3148 -1.8230 -0.1814 0.252
H 0.0383 -1.6207 -1.1732 -0.054
H -1.5344 -2.0548 -1.8544 0.372
H -1.1738 0.7579 -0.8362 0.279
H -0.8815 0.2411 -2.6215 0.299
H -2.3937 -0.0967 -1.8506 0.347
H -1.6036 0.4201 2.7231 0.323
H -0.7386 -0.5755 2.2812 0.300
O -0.6640 0.3117 2.6032 -0.612
H 1.3300 1.7692 0.6218 0.405
H 0.9207 0.6768 -0.4154 0.404
O 1.7050 1.0536 -0.0100 -0.253
H 2.0716 -2.1758 -1.3088 0.354
H 2.5998 -0.7488 -1.0050 0.360
O 2.3317 -1.5955 -0.6105 -0.538
H 0.8699 1.5629 2.2675 0.431
H -0.1385 2.8051 2.1272 0.381
O 0.8927 2.6354 2.0444 -0.699
```

For the largest force on an atom, the calculation gives 5.025 eV Å⁻¹. For the energy relative to the best compared isomer or geometry (same formula, charge and spin), the calculation gives 103.3 kJ/mol. As for the expectation value of S²: 0.756. As for the multiplicity: 2. The calculation puts the gap between HOMO and LUMO (alpha / beta) at 12.27 / 4.05 eV. For the LUMO energy (alpha / beta), the calculation gives -3.5 / -11.2 eV. As for the net charge: +1.



The following is a quantum chemistry calculation of an isolated molecule of C4H8OS, from the OMol25 dataset.

```
14
Properties=species:S:1:pos:R:3:mulliken_charge:R:1
O -2.6235 1.2373 -0.3043 -0.467
C -1.7092 1.4927 0.5366 0.107
C -0.3376 0.6592 0.7862 -0.698
C -0.3542 -0.3718 -0.3622 -0.426
C 0.8542 -1.3258 -0.4046 -0.704
S 2.1022 -0.5701 -1.5274 -0.231
H -1.7535 2.5730 1.0077 0.292
H 0.5240 1.2163 0.6552 0.335
H -0.2345 0.3151 1.8419 0.362
H -0.4020 0.4122 -1.1698 0.315
H -1.2061 -1.0334 -0.1442 0.246
H 1.3527 -1.4249 0.5674 0.383
H 0.6743 -2.3347 -0.7950 0.361
H 3.1132 -0.8452 -0.6875 0.127
```

For the largest force on an atom, the calculation gives 5.159 eV Å⁻¹. For the energy relative to the best compared isomer or geometry (same formula, charge and spin), the calculation gives 166.5 kJ/mol. Its SMILES is O=CCCCS. As for the multiplicity: 1. The calculation puts the gap between HOMO and LUMO at 9.97 eV. For the LUMO energy, the calculation gives 0.8 eV. As for the net charge: 0.